Density functional theory data (the ωB97M-V functional and the def2-TZVPD basis) for a cluster of 3 separate species, C30H60BBrF6N5O11 in total in a non-equilibrium geometry.

Computed properties:
Strongest force on any atom = 1.41 eV/Å
Frontier orbital gap = 8.0 eV
Net charge = +1

Positions of all 114 atoms, in Å:
C (3.72, 1.67, 4.44)
C (2.89, 1.14, 3.76)
C (1.82, 0.66, 2.90)
Br (1.55, -1.17, 3.65)
C (0.58, 1.60, 3.09)
C (-0.09, 1.61, 4.47)
F (0.68, 1.17, 5.44)
F (-1.23, 0.90, 4.47)
F (-0.42, 2.88, 4.76)
N (-0.43, 1.59, 1.96)
C (-0.58, 2.91, 1.22)
C (-1.97, 3.57, 1.34)
N (-1.79, 4.97, 0.86)
N (-2.37, 3.56, 2.73)
N (-2.98, 2.96, 0.51)
C (-0.40, 0.34, 1.09)
N (-0.96, -0.70, 1.89)
O (-1.29, 0.68, 0.07)
C (-2.00, -0.37, -0.59)
C (-3.49, -0.61, -0.20)
C (-4.36, -0.08, -1.36)
C (-3.99, -0.01, 1.12)
C (-4.70, -1.04, 2.02)
C (-3.81, -2.18, 2.50)
C (-5.36, -0.36, 3.24)
C (1.02, 0.04, 0.49)
O (1.22, -1.37, 0.45)
B (1.12, 0.49, -1.09)
O (1.56, -0.40, -2.02)
O (0.74, 1.74, -1.49)
C (2.23, 0.57, 1.37)
O (3.24, -0.41, 1.29)
C (2.88, 1.85, 0.79)
F (3.76, 2.41, 1.62)
F (1.99, 2.80, 0.50)
F (3.54, 1.55, -0.32)
H (4.48, 2.18, 4.99)
H (1.08, 2.57, 3.04)
H (-1.36, 1.50, 2.41)
H (0.12, 3.63, 1.65)
H (-0.28, 2.83, 0.18)
H (-1.37, 4.99, -0.07)
H (-1.18, 5.50, 1.48)
H (-3.32, 3.91, 2.78)
H (-1.81, 4.21, 3.27)
H (-3.84, 2.81, 1.01)
H (-3.15, 3.53, -0.30)
H (-0.92, -0.58, 2.89)
H (-0.69, -1.64, 1.64)
H (-1.45, -1.32, -0.62)
H (-2.01, -0.05, -1.64)
H (-3.62, -1.70, -0.19)
H (-5.41, -0.08, -1.06)
H (-4.09, 0.96, -1.53)
H (-4.23, -0.66, -2.27)
H (-4.75, 0.74, 0.89)
H (-3.21, 0.50, 1.69)
H (-5.51, -1.46, 1.40)
H (-3.25, -2.65, 1.69)
H (-4.39, -2.96, 2.98)
H (-3.07, -1.78, 3.20)
H (-4.74, -0.51, 4.12)
H (-6.31, -0.85, 3.46)
H (-5.54, 0.71, 3.09)
H (0.50, -1.78, -0.05)
H (2.34, -0.89, -1.74)
H (0.40, 1.68, -2.39)
H (4.09, -0.02, 1.56)
C (5.40, -8.29, -0.78)
O (5.05, -7.50, 0.34)
C (6.05, -7.42, 1.34)
C (6.28, -6.00, 1.81)
O (6.82, -5.11, 0.85)
C (6.03, -4.68, -0.23)
C (4.87, -3.77, 0.12)
O (3.84, -4.44, 0.82)
C (3.33, -3.75, 1.94)
H (5.18, -9.35, -0.61)
H (4.80, -7.95, -1.63)
H (6.46, -8.18, -1.05)
H (7.00, -7.83, 0.98)
H (5.73, -8.01, 2.20)
H (7.03, -6.05, 2.60)
H (5.37, -5.59, 2.27)
H (5.69, -5.51, -0.85)
H (6.71, -4.09, -0.85)
H (4.45, -3.38, -0.82)
H (5.25, -2.92, 0.70)
H (4.11, -3.22, 2.48)
H (2.89, -4.49, 2.61)
H (2.56, -3.04, 1.63)
C (-0.28, 1.29, -6.33)
O (-1.25, 2.31, -6.24)
C (-2.59, 1.87, -6.26)
C (-3.43, 2.52, -5.18)
O (-3.07, 2.19, -3.85)
C (-1.87, 2.68, -3.31)
C (-1.79, 4.18, -3.09)
O (-1.72, 4.90, -4.30)
C (-2.55, 6.05, -4.36)
H (-0.07, 1.03, -7.37)
H (0.65, 1.67, -5.89)
H (-0.58, 0.39, -5.78)
H (-2.64, 0.78, -6.15)
H (-3.03, 2.13, -7.23)
H (-4.45, 2.14, -5.30)
H (-3.48, 3.60, -5.32)
H (-1.00, 2.33, -3.88)
H (-1.81, 2.22, -2.31)
H (-0.87, 4.38, -2.52)
H (-2.65, 4.50, -2.49)
H (-3.51, 5.88, -3.88)
H (-2.73, 6.26, -5.42)
H (-2.06, 6.91, -3.91)